{
  "formula": "C18H39NO2",
  "method": "wB97M-V/def2-TZVPD",
  "orbital_gap_ev": 10.37,
  "total_charge": 0,
  "largest_force_ev_per_a": 0.71,
  "smiles": "CCCCCCCCCCCCCCC[C@@H](O)[C@@H](N)CO",
  "e_above_lowest_ev": 0.183,
  "elements": ["C", "C", "C", "C", "C", "C", "C", "C", "C", "C", "C", "C", "C", "C", "C", "C", "O", "C", "N", "C", "O", "H", "H", "H", "H", "H", "H", "H", "H", "H", "H", "H", "H", "H", "H", "H", "H", "H", "H", "H", "H", "H", "H", "H", "H", "H", "H", "H", "H", "H", "H", "H", "H", "H", "H", "H", "H", "H", "H", "H"],
  "xyz": [[-8.52345, -2.73453, -0.08730], [-8.10474, -1.51347, -0.89712], [-7.28695, -0.53077, -0.06211], [-6.85752, 0.68734, -0.87645], [-6.17193, 1.76904, -0.03997], [-4.86837, 1.33799, 0.63420], [-3.77201, 0.94732, -0.35411], [-2.45003, 0.65635, 0.35295], [-1.34790, 0.28576, -0.63726], [-0.03976, -0.13864, 0.03176], [0.65835, 1.00373, 0.76720], [1.98574, 0.58797, 1.40339], [3.09433, 0.33134, 0.38465], [4.42181, 0.00413, 1.06540], [5.53736, -0.23152, 0.04746], [6.88795, -0.52125, 0.71586], [6.91472, -1.82006, 1.27894], [8.08992, -0.46832, -0.25568], [7.96712, -1.32115, -1.42700], [8.41083, 0.94805, -0.74508], [9.58364, 0.94797, -1.51257], [-9.10872, -3.41822, -0.69793], [-7.64897, -3.26673, 0.28125], [-9.12652, -2.43608, 0.76761], [-8.99552, -1.00930, -1.27932], [-7.51302, -1.83429, -1.75786], [-7.88348, -0.20128, 0.79224], [-6.40657, -1.04637, 0.32534], [-7.74432, 1.12853, -1.33949], [-6.19626, 0.36967, -1.68447], [-6.86703, 2.10337, 0.73459], [-5.96380, 2.62584, -0.68610], [-5.06062, 0.50437, 1.31168], [-4.50938, 2.17271, 1.24237], [-3.62637, 1.75978, -1.07033], [-4.07658, 0.06131, -0.91367], [-2.15330, 1.53735, 0.92468], [-2.59220, -0.16588, 1.05871], [-1.70264, -0.53980, -1.25985], [-1.15540, 1.13496, -1.29729], [0.62643, -0.52913, -0.73986], [-0.24247, -0.94884, 0.73643], [0.83499, 1.82713, 0.07122], [0.00173, 1.37175, 1.55719], [1.82961, -0.31080, 2.00497], [2.31382, 1.38257, 2.07844], [2.81560, -0.49850, -0.26693], [3.22007, 1.21847, -0.24040], [4.28566, -0.88477, 1.68801], [4.70445, 0.83054, 1.72275], [5.63347, 0.65613, -0.57943], [5.26854, -1.07827, -0.58915], [7.06289, 0.22941, 1.50453], [6.19056, -1.90081, 1.90814], [8.95609, -0.83707, 0.30701], [7.15025, -1.05686, -1.96966], [7.84771, -2.28314, -1.13044], [8.57712, 1.62334, 0.09711], [7.57208, 1.33533, -1.34520], [9.55298, 0.14627, -2.05403]],
  "forces_ev_per_angstrom": [[0.00, 0.13, -0.23], [0.08, -0.06, 0.33], [-0.07, 0.08, -0.50], [0.01, 0.08, 0.34], [0.05, -0.13, -0.01], [-0.09, 0.12, -0.32], [0.02, 0.01, 0.50], [-0.02, 0.02, -0.48], [0.05, -0.18, 0.33], [-0.04, 0.32, -0.18], [0.04, -0.34, 0.18], [-0.07, 0.19, -0.32], [0.00, -0.10, 0.49], [0.00, 0.04, -0.47], [0.24, -0.06, 0.48], [0.16, 0.41, -0.56], [-0.05, -0.28, 0.18], [-0.20, 0.27, 0.39], [-0.05, -0.11, -0.10], [-0.24, -0.26, 0.19], [0.37, 0.00, -0.24], [-0.07, -0.13, 0.02], [0.06, -0.09, 0.07], [-0.07, -0.02, 0.11], [0.02, 0.03, -0.09], [-0.02, 0.05, -0.08], [0.01, -0.01, 0.12], [0.04, -0.04, 0.12], [0.00, -0.03, -0.09], [-0.02, -0.02, -0.11], [-0.06, 0.09, -0.03], [-0.02, 0.09, 0.05], [0.03, -0.02, 0.11], [0.03, -0.04, 0.08], [-0.02, 0.01, -0.11], [0.00, -0.03, -0.13], [-0.01, 0.01, 0.11], [0.01, -0.02, 0.11], [-0.04, 0.04, -0.09], [-0.01, 0.02, -0.11], [0.05, -0.10, 0.03], [0.03, -0.10, 0.02], [-0.04, 0.11, -0.02], [-0.04, 0.11, -0.03], [0.02, -0.03, 0.10], [0.04, -0.04, 0.08], [0.01, 0.00, -0.11], [0.00, 0.03, -0.10], [-0.01, -0.02, 0.10], [0.00, -0.01, 0.09], [-0.04, 0.05, -0.09], [0.05, 0.03, -0.08], [-0.01, -0.05, -0.09], [0.04, -0.03, -0.03], [-0.07, 0.13, -0.02], [0.01, -0.09, 0.02], [-0.01, 0.00, -0.12], [-0.09, -0.03, -0.01], [-0.01, 0.00, 0.13], [-0.02, 0.00, 0.04]]
}